No. 1
Density functional theory data (ωB97M-V/def2-TZVPD) for C22H17AsF6MnNO12PS3 as an isolated structure.

Summary:
Frontier orbital gap (alpha / beta) = 7.47 / 9.53 eV
Total charge = -1
HOMO (alpha / beta) = -6.940 / -7.150 eV
Spin multiplicity = 5
ΔE to the lowest compared entry with this formula, charge and spin = 21.2 kcal/mol
Electronic energy = -199412.434 eV

Positions of all 64 atoms, in Å:
Mn -0.3683 0.7754 0.3114
F 0.6030 -3.1555 -2.9924
C -0.6828 -3.0859 -2.6453
F -1.4234 -3.5456 -3.6455
F -0.8747 -3.8600 -1.5791
S -1.0837 -1.3364 -2.2811
O -0.3819 -1.1066 -1.0087
O -0.6577 -0.5842 -3.4146
N -2.6469 -1.4799 -2.1208
S -3.3922 -0.5700 -1.0668
O -4.7366 -0.2788 -1.4325
O -2.5460 0.5565 -0.6728
C -3.5674 -1.7937 0.3159
F -4.1499 -1.2640 1.3691
F -4.3313 -2.7840 -0.1566
F -2.3922 -2.3049 0.6595
O -1.8388 2.6206 0.8813
As -2.2696 1.5674 2.2553
O -3.8761 1.4049 2.3962
O -1.3209 0.1936 1.7941
C -1.4546 2.2071 3.8607
C -2.2134 1.9463 4.9922
C -1.6785 2.1801 6.2536
C -0.3872 2.6600 6.3789
C 0.3718 2.9399 5.2488
C -0.1613 2.7252 3.9880
S 0.7982 3.2646 2.5858
O 2.1518 3.4210 3.0559
O 0.1353 4.4347 2.0854
O 0.7025 2.0979 1.6508
H -2.5901 2.5922 0.2698
H -3.2168 1.5571 4.8710
H -2.2724 1.9768 7.1357
H 0.0343 2.8276 7.3625
H 1.3770 3.3311 5.3229
O 1.9301 2.1372 -2.6352
C 1.6343 1.7319 -1.5438
O 0.3675 1.5492 -1.1715
C 2.6756 1.4570 -0.4693
P 2.1688 0.0792 0.6296
C 3.0641 0.3314 2.1842
C 2.6562 -0.4347 3.2750
C 3.2923 -0.3087 4.4987
C 4.3445 0.5879 4.6423
C 4.7495 1.3557 3.5621
C 4.1072 1.2335 2.3375
C 3.0742 -1.3676 -0.0478
C 4.4709 -1.3661 -0.0831
C 5.1651 -2.4509 -0.5905
C 4.4728 -3.5616 -1.0611
C 3.0891 -3.5805 -1.0134
C 2.3920 -2.4891 -0.5061
H 2.6985 2.3561 0.1510
H 3.6503 1.3041 -0.9274
H 1.8233 -1.1212 3.1673
H 2.9594 -0.8995 5.3426
H 4.8383 0.6962 5.5999
H 5.5527 2.0727 3.6746
H 4.4160 1.8649 1.5147
H 5.0200 -0.5121 0.2970
H 6.2476 -2.4339 -0.6146
H 5.0156 -4.4107 -1.4578
H 2.5427 -4.4429 -1.3729
H 1.3139 -2.5128 -0.4588

No. 2
Density functional theory data (ωB97M-V/def2-TZVPD) for a 2-piece molecular cluster, C4H11N2O overall at a distorted geometry.

Summary:
Frontier orbital gap = 8.20 eV
Total charge = +1
HOMO = -12.492 eV
Spin multiplicity = 1
ΔE to the lowest compared entry with this formula, charge and spin = 99.2 kcal/mol
Electronic energy = -9344.553 eV

Positions of all 18 atoms, in Å:
C -1.7966 -0.0793 -0.2561
C 1.4206 1.9904 0.2865
C 0.8768 -1.5704 -0.0016
C 1.1346 0.7736 -0.4926
N -2.3860 -1.2388 -0.4661
N 1.3847 -0.3033 0.1651
O -2.4188 0.6457 0.6908
H 2.3961 2.6192 -0.0263
H 1.4778 1.8844 1.3019
H 0.5243 2.6313 -0.0180
H -0.0143 -1.7691 0.5184
H 0.6839 -1.9102 -1.0652
H 1.5589 -2.3142 0.3013
H 0.7811 0.8739 -1.4828
H -1.8274 -2.0498 -0.9513
H -3.1631 -1.4857 0.2104
H -2.4560 1.4981 0.2632
H 1.8235 -0.1958 1.0224

No. 3
Density functional theory data (ωB97M-V/def2-TZVPD) for C40H29Br4N7O3S2Y as an isolated structure at a distorted geometry.

Summary:
Frontier orbital gap = 6.50 eV
Total charge = -1
HOMO = -4.266 eV
Spin multiplicity = 1
Electronic energy = -361414.704 eV

Positions of all 86 atoms, in Å:
Y 0.6035 -0.7549 0.5299
N -2.4253 -3.7550 2.1639
C -1.8350 -2.6837 1.5643
S -0.9235 -3.0094 0.1519
N -2.1317 -1.5265 2.1009
N -1.4951 -0.4149 1.7119
C -1.9297 0.6958 2.2402
C -3.0963 0.7189 3.1515
C -4.2325 1.4514 2.8161
C -5.3199 1.4785 3.6707
C -5.2803 0.7852 4.8693
C -4.1567 0.0442 5.1968
C -3.0696 0.0036 4.3445
C -1.2584 1.9518 1.9639
C -1.5036 3.0906 2.7508
C -0.8877 4.2804 2.4284
C -0.0501 4.3217 1.3232
C 0.1800 3.1409 0.6354
N -0.3871 1.9873 0.9446
H -2.0775 -4.6540 1.8799
H -2.7295 -3.6468 3.1175
H -4.2596 1.9955 1.8801
H -6.2053 2.0396 3.4038
H -6.1218 0.8224 5.5483
H -4.1312 -0.5091 6.1234
H -2.1915 -0.5685 4.6059
H -2.1527 3.0272 3.6090
H -1.0557 5.1637 3.0279
H 0.4180 5.2408 1.0135
H 0.8669 3.1285 -0.2007
Br 4.4029 3.4295 4.8022
C 3.2884 2.0411 4.1499
C 2.7362 1.1246 5.0213
Br 3.1096 1.2061 6.8731
C 1.8995 0.1334 4.5123
Br 1.0329 -1.1054 5.6584
C 1.6558 -0.0240 3.1528
O 0.8931 -0.9628 2.6869
C 2.2930 0.8899 2.2339
O 2.1338 0.7410 0.9556
C 3.0334 1.9279 2.7840
Br 3.7024 3.2032 1.5515
O 1.5266 -1.2238 -1.5882
C 2.0801 -2.1934 -2.2478
C 2.0186 -2.2341 -3.6604
C 2.5880 -3.2448 -4.3936
C 3.2456 -4.2887 -3.7563
C 3.3486 -4.2702 -2.3834
C 2.8087 -3.2389 -1.6124
C 3.0526 -3.2100 -0.1862
N 2.4416 -2.4811 0.7379
C 3.0577 -2.7726 1.9205
C 4.0601 -3.6677 1.7205
N 4.0481 -3.9454 0.3850
H 1.5217 -1.4224 -4.1659
H 2.5099 -3.2269 -5.4737
H 3.6842 -5.0933 -4.3261
H 3.8586 -5.0882 -1.8942
H 2.7452 -2.3380 2.8471
H 4.7605 -4.1067 2.3974
H 4.6851 -4.5536 -0.1003
N -0.7207 0.0916 -1.1365
S -0.3745 -0.4284 -2.5835
C -1.8658 0.1333 -3.5117
C -2.2277 1.4634 -3.6597
C -3.4081 1.7873 -4.3052
C -4.2354 0.7882 -4.7907
C -3.8859 -0.5404 -4.6190
C -2.7038 -0.8655 -3.9774
C 0.7083 0.7903 -3.3965
C 0.6891 0.8668 -4.7799
C 1.5255 1.7576 -5.4259
C 2.3811 2.5573 -4.6851
C 2.4060 2.4629 -3.3026
C 1.5783 1.5624 -2.6499
H -1.1586 1.0073 -1.1698
H -1.5855 2.2468 -3.2810
H -3.6850 2.8234 -4.4323
H -5.1523 1.0459 -5.3006
H -4.5332 -1.3218 -4.9863
H -2.4165 -1.8950 -3.8247
H 0.0180 0.2275 -5.3381
H 1.5199 1.8171 -6.5048
H 3.0299 3.2566 -5.1920
H 3.0895 3.0789 -2.7370
H 1.6212 1.4361 -1.5744

No. 4
Density functional theory data (ωB97M-V/def2-TZVPD) for a 23-piece molecular cluster, C9H62NO23 overall at a distorted geometry.

Summary:
Frontier orbital gap = 4.10 eV
Total charge = -1
HOMO = -2.706 eV
Spin multiplicity = 1
ΔE to the lowest compared entry with this formula, charge and spin = 133.9 kcal/mol
Electronic energy = -58919.807 eV

Positions of all 95 atoms, in Å:
C -2.4485 -0.4377 -1.1693
C -1.8702 0.2880 0.0240
C -1.8318 -0.7140 1.2700
C -0.5931 -1.6055 1.3530
C 0.7110 -0.9461 1.0695
C 0.7220 -0.1154 -0.2752
N -0.4903 0.8046 -0.3005
O -0.5284 1.8242 -1.3694
C 0.8284 -1.1928 -1.4441
C 2.0387 0.7827 -0.1774
C -2.8242 1.4158 0.4185
H -3.4416 -0.8635 -1.0257
H -1.8775 -1.3542 -1.3180
H -2.5005 0.1982 -2.0531
H -2.6664 -1.4110 1.3449
H -1.8322 -0.1298 2.1902
H -0.6418 -2.5222 0.7653
H -0.5238 -1.9192 2.3946
H 1.3761 -1.8067 0.9988
H 0.8704 -0.4140 2.0073
H 0.5381 -0.8762 -2.4459
H 0.1654 -2.0219 -1.1970
H 1.8167 -1.6367 -1.5633
H 2.9020 0.3002 0.2807
H 1.8360 1.6260 0.4828
H 2.2501 1.2353 -1.1463
H -3.1974 2.0057 -0.4187
H -2.3798 2.2292 0.9921
H -3.6778 1.1076 1.0222
O 2.7618 -0.9651 5.7994
H 1.8397 -0.9527 6.0560
H 2.7789 -1.4762 4.9903
O -6.9629 2.0794 -3.4239
H -6.2937 2.5509 -3.9199
H -7.2695 2.7115 -2.7737
O 7.4106 1.1384 2.1947
H 7.9298 0.5815 1.6146
H 6.6214 1.3392 1.6915
O -5.7160 -1.7361 4.6760
H -5.7952 -1.0430 4.0205
H -6.6163 -2.0194 4.8356
O -4.7804 6.1274 2.9719
H -4.4081 5.2479 2.9078
H -4.8671 6.2834 3.9124
O 2.9680 2.5928 5.3016
H 2.2387 2.7767 4.7095
H 2.8912 1.6584 5.4941
O -0.6532 -7.2114 1.6476
H -1.4597 -7.7265 1.6653
H -0.4653 -7.0917 0.7166
O -0.7870 -0.5481 6.8675
H -1.4194 -1.2272 6.6328
H -1.2936 0.2640 6.8613
O 6.9283 -1.1689 -1.5979
H 7.5761 -1.5784 -2.1713
H 6.6498 -1.8712 -1.0103
O 3.7708 -5.5456 1.1430
H 3.2573 -5.3279 0.3650
H 3.1196 -5.6682 1.8337
O 1.4937 -5.4809 4.2260
H 0.9436 -6.0924 3.7364
H 1.1988 -5.5659 5.1327
O 1.1111 -6.3235 -1.7665
H 0.7507 -7.1438 -2.1035
H 0.3891 -5.6987 -1.8333
O 0.0015 -1.8363 -6.9559
H 0.6523 -2.4184 -6.5637
H -0.1151 -1.1380 -6.3118
O -3.3362 4.2757 -3.5276
H -2.6179 3.9352 -2.9945
H -3.8304 4.8395 -2.9326
O 5.0752 1.3130 -4.3116
H 5.0266 0.3649 -4.4338
H 5.8734 1.4486 -3.8010
O 2.0736 3.2218 -5.0342
H 2.8559 2.7036 -4.8455
H 1.4467 2.9651 -4.3579
O 3.9010 5.0934 -1.9010
H 3.2992 4.7161 -2.5426
H 3.3589 5.2532 -1.1285
O 0.4660 6.2085 0.3233
H 0.1635 6.9697 -0.1720
H 0.2766 5.4618 -0.2449
O 2.3183 -4.2328 -5.4200
H 3.1572 -3.9380 -5.0656
H 2.3931 -5.1866 -5.4516
O -1.6085 1.1744 -5.4178
H -1.7056 0.9977 -4.4821
H -1.9530 2.0601 -5.5318
O -8.5642 2.1789 1.3355
H -7.9345 2.0219 0.6319
H -9.4196 2.0569 0.9236
O 0.0892 3.0806 3.0506
H 0.1256 4.0152 2.8471
H -0.0394 2.6552 2.2028

No. 5
Density functional theory data (ωB97M-V/def2-TZVPD) for the molecule CH4N2P2 at a distorted geometry.

Summary:
Frontier orbital gap = 8.49 eV
HOMO = -9.137 eV
Structure (SMILES) = C=NP[PH]#N
Spin multiplicity = 1
ΔE to the lowest compared entry with this formula, charge and spin = 75.5 kcal/mol
Electronic energy = -22655.236 eV

Positions of all 9 atoms, in Å:
C 0.9445 -1.2943 -0.0738
N 1.1297 -0.0948 0.3304
P 0.6128 1.1747 -0.6742
P -1.5582 0.6207 -0.0659
N -1.8833 -0.7448 0.3362
H 1.1897 -1.9522 0.6717
H 0.4374 -1.6510 -0.9533
H 0.9633 2.2645 0.3366
H -2.0846 1.9321 0.0877

No. 6
Density functional theory data (ωB97M-V/def2-TZVPD) for C3H7N2 as an isolated structure at a distorted geometry.

Summary:
Frontier orbital gap = 12.05 eV
Total charge = +1
HOMO = -15.804 eV
Spin multiplicity = 1
ΔE to the lowest compared entry with this formula, charge and spin = 19.0 kcal/mol
Electronic energy = -6196.686 eV

Positions of all 12 atoms, in Å:
C 0.1909 -0.1526 -0.2091
C -1.0914 0.8512 0.8510
C 1.1321 -0.9155 -1.0092
N -0.9064 -0.5438 0.4596
N 0.2896 1.0710 0.3453
H -1.8940 1.4302 0.3206
H -1.1829 1.0445 1.9973
H 0.9260 -1.9674 -0.9101
H 2.0253 -0.5429 -0.5642
H 0.9830 -0.7703 -2.0384
H -1.4262 -1.3672 0.5133
H 0.9539 1.8627 0.2438